# 1
Formula: C2H8N3O2
Source: OMol25
Level of theory: ωB97M-V/def2-TZVPD

Last column: natural (NBO) charge in e.
CARTESIAN COORDINATES (ANGSTROEM)
N 2.58051 1.78170 0.53972  -0.92
C 1.44812 1.23627 -0.09908  0.86
O 0.53930 2.04566 -0.40262  -0.81
O 1.47496 -0.00195 -0.29124  -0.84
H 3.39540 1.20336 0.60878  0.37
H 2.69269 2.77742 0.53184  0.37
N -0.69184 -1.98220 0.43481  -0.89
C -1.76637 -0.99838 0.31780  -0.05
N -1.73201 -0.05403 -0.76309  -0.89
H -0.78155 -2.68013 -0.29325  0.32
H 0.20427 -1.51898 0.28822  0.41
H -2.71128 -1.54880 0.29369  0.14
H -1.78779 -0.41980 1.24550  0.16
H -0.92077 0.56109 -0.72967  0.42
H -1.94363 -0.40123 -1.68140  0.34

The energy relative to the best compared isomer or geometry (same formula, charge and spin) is 12.6 kJ/mol. The total energy is -10771.4059 eV. The calculation puts the orbital gap at 8.77 eV. For the HOMO energy, the calculation gives -4.395 eV. As for the total charge: -1.

# 2
Formula: C2H8N3S2
Source: OMol25
Level of theory: ωB97M-V/def2-TZVPD

Last column: natural (NBO) charge in e.
CARTESIAN COORDINATES (ANGSTROEM)
C 1.01987 -1.82119 -0.08525  -0.25
C 1.62336 0.88235 0.07483  0.06
N -0.14457 -0.14101 -1.00579  -0.35
N 1.69471 2.15901 -0.06523  -0.72
N -0.14481 -1.14768 -0.20623  -0.26
S 2.31132 -0.38228 0.74617  0.37
S -2.94209 0.20656 0.68310  -0.35
H 1.01892 -2.66375 0.59298  0.25
H 1.54601 -1.96974 -1.02202  0.25
H -0.97056 0.44778 -0.88747  0.38
H 2.42558 2.72047 0.36478  0.42
H 1.03688 2.63824 -0.66917  0.43
H -3.99362 0.94546 0.97965  0.19
H -0.83905 -1.22304 0.54919  0.41
H -3.64195 -0.65117 -0.04953  0.17

The energy relative to the best compared isomer or geometry (same formula, charge and spin) is 333.2 kJ/mol. The total energy is -28334.9523 eV. The calculation puts the orbital gap (alpha / beta) at 9.15 / 9.15 eV. For the HOMO energy (alpha / beta), the calculation gives -13.288 / -13.288 eV. As for the total charge: +1.